one:
The following is a DFT calculation (the ωB97M-V functional and the def2-TZVPD basis) of the molecule C3H3NO2S.

Each line ends with the Mulliken charge.
Element x y z (Å)
O 0.252 2.128 0.258  -0.51
C 0.209 0.966 0.038  0.25
C 0.009 0.282 -1.289  -0.30
S -0.649 -1.346 -0.944  -0.15
C -0.311 -1.194 0.918  0.47
O -0.441 -2.075 1.723  -0.52
N 0.025 0.070 1.073  -0.11
H 1.073 -0.060 -1.833  0.25
H -0.623 0.938 -1.999  0.31
H 0.455 0.290 2.056  0.31

Values from the calculation:
HOMO-LUMO gap   10.1 eV
E_HOMO   -9.687 eV
E_LUMO   0.39 eV

two:
The following is a DFT calculation (the ωB97M-V functional and the def2-TZVPD basis) of C3H3NO2S as an isolated structure.

Each line ends with the Mulliken charge.
Element x y z (Å)
C 1.179 -0.105 0.061  -0.35
C 0.474 -1.115 -0.441  -0.20
C 0.344 1.099 0.284  0.08
N -0.873 0.802 0.175  -0.04
O -2.112 1.985 -0.244  -0.49
O -1.648 -1.654 0.651  -0.48
S -1.346 -0.792 -0.434  0.51
H 2.314 -0.230 0.070  0.28
H 0.997 -2.164 -0.453  0.32
H 0.670 2.174 0.333  0.37

Values from the calculation:
HOMO-LUMO gap   7.9 eV
E_HOMO   -9.326 eV
E_LUMO   -1.39 eV

three:
The following is a DFT calculation (the ωB97M-V functional and the def2-TZVPD basis) of the molecule C3H3NO2S.

Each line ends with the Mulliken charge.
Element x y z (Å)
C 1.124 0.875 1.919  -0.05
C -0.749 0.337 0.608  -0.52
C 1.969 -0.030 -0.195  -0.26
N 1.897 0.143 1.118  0.00
O 4.029 1.574 0.311  -0.45
O -0.056 1.102 1.478  -0.12
S 3.576 0.246 0.548  0.40
H -0.405 -0.677 0.440  0.38
H -1.834 0.678 0.458  0.27
H 1.441 0.551 -1.026  0.34

Values from the calculation:
HOMO-LUMO gap (spin up / spin down)   7.5 / 8.1 eV
E_HOMO (spin up / spin down)   -8.534 / -8.550 eV
E_LUMO (spin up / spin down)   -1.03 / -0.42 eV

Most stable pick: one. Distance to second place: 0.2636 hartree.

one:
The following is a DFT calculation (the ωB97M-V functional and the def2-TZVPD basis) of C26H32BN8OPdS2 as an isolated structure.

Each line ends with the Mulliken charge.
Element x y z (Å)
Pd -0.152 0.505 -1.254  0.55
C 0.313 1.303 -5.435  -1.25
C 0.712 0.642 -4.277  -0.34
N 0.070 1.149 -3.226  0.01
N -0.756 2.111 -3.676  0.31
C -0.621 2.225 -5.003  -0.04
B -1.699 2.899 -2.749  0.16
N -0.873 3.485 -1.586  -0.01
C -0.914 4.748 -1.137  -0.05
C -0.183 4.822 0.029  -1.47
C 0.280 3.522 0.227  -0.42
N -0.135 2.721 -0.752  0.44
N -2.766 1.953 -2.154  -0.09
C -4.103 2.087 -2.169  -0.11
C -4.648 1.079 -1.400  -1.23
C -3.539 0.362 -0.942  -0.61
N -2.414 0.895 -1.406  0.58
H 0.656 1.140 -6.440  0.42
H 1.427 -0.153 -4.157  0.51
H -1.191 2.959 -5.547  0.45
H -2.241 3.772 -3.360  -0.11
H -1.455 5.506 -1.676  0.46
H 0.002 5.685 0.643  0.42
H 0.913 3.160 1.018  0.55
H -4.572 2.893 -2.706  0.45
H -5.689 0.896 -1.201  0.41
H -3.510 -0.503 -0.298  0.54
C 1.790 -3.097 0.287  -1.15
N 0.374 -3.311 0.014  0.18
C -0.434 -3.674 1.179  -1.05
C -0.183 -2.802 -1.095  0.50
S 0.684 -1.673 -2.080  -0.34
N -1.387 -3.239 -1.474  0.22
C -2.108 -2.608 -2.576  -0.96
C -1.879 -4.573 -1.133  -1.24
H 2.073 -3.747 1.113  0.43
H 1.991 -2.055 0.544  0.23
H 2.391 -3.353 -0.581  0.44
H -0.067 -3.115 2.037  0.22
H -0.370 -4.740 1.402  0.33
H -1.471 -3.398 1.020  0.38
H -1.945 -1.535 -2.581  0.25
H -3.170 -2.808 -2.444  0.41
H -1.783 -3.018 -3.534  0.31
H -1.089 -5.169 -0.688  0.41
H -2.195 -5.059 -2.056  0.43
H -2.733 -4.535 -0.456  0.35
O 0.039 -0.336 0.813  -0.16
S 0.413 0.638 1.931  0.08
C 2.154 1.075 1.763  0.21
C 2.850 0.811 0.598  0.13
C 4.171 1.229 0.486  -0.81
C 4.774 1.913 1.528  -0.54
C 4.065 2.175 2.694  -0.67
C 2.751 1.760 2.817  -0.33
C 0.574 -0.309 3.429  0.29
C 1.544 -1.293 3.578  -0.18
C 1.646 -1.958 4.786  -0.82
C 0.791 -1.631 5.836  -0.50
C -0.174 -0.650 5.678  -0.68
C -0.288 0.018 4.464  -0.26
H 2.390 0.263 -0.212  0.35
H 4.721 1.018 -0.420  0.47
H 5.801 2.242 1.438  0.41
H 4.536 2.706 3.510  0.43
H 2.198 1.959 3.727  0.51
H 2.222 -1.517 2.765  0.48
H 2.403 -2.719 4.919  0.43
H 0.888 -2.141 6.785  0.42
H -0.833 -0.397 6.496  0.43
H -1.036 0.789 4.326  0.46

Values from the calculation:
HOMO-LUMO gap (spin up / spin down)   7.4 / 7.4 eV
E_HOMO (spin up / spin down)   -11.023 / -10.837 eV
E_LUMO (spin up / spin down)   -3.60 / -3.44 eV
Charge   +1

two:
The following is a DFT calculation (the ωB97M-V functional and the def2-TZVPD basis) of C26H32BN8OPdS2 as an isolated structure.

Each line ends with the Mulliken charge.
Element x y z (Å)
Pd 0.170 0.020 -1.421  0.46
C 3.003 -0.874 -4.393  -1.24
C 2.581 -0.906 -3.068  -0.41
N 1.441 -0.226 -2.947  0.15
N 1.089 0.219 -4.168  0.13
C 2.028 -0.144 -5.050  -0.09
B -0.154 1.130 -4.385  0.26
N 0.005 2.270 -3.344  -0.26
C 0.062 3.586 -3.595  -0.01
C 0.297 4.257 -2.411  -1.45
C 0.385 3.247 -1.456  -0.43
N 0.214 2.055 -2.025  0.52
N -1.462 0.366 -4.174  0.04
C -2.495 0.177 -5.023  -0.12
C -3.464 -0.545 -4.361  -1.17
C -2.923 -0.755 -3.082  -0.13
N -1.723 -0.200 -2.985  0.10
H 3.890 -1.318 -4.813  0.42
H 3.040 -1.358 -2.208  0.38
H 1.938 0.147 -6.085  0.46
H -0.138 1.568 -5.495  -0.12
H -0.071 3.949 -4.603  0.48
H 0.397 5.318 -2.258  0.41
H 0.588 3.338 -0.403  0.65
H -2.463 0.567 -6.029  0.43
H -4.418 -0.870 -4.744  0.39
H -3.345 -1.285 -2.241  0.44
C 2.783 -2.920 0.018  -1.14
N 1.632 -2.983 0.910  0.16
C 2.003 -2.739 2.301  -1.16
C 0.371 -2.839 0.427  0.45
S 0.091 -2.333 -1.208  -0.42
N -0.675 -3.241 1.166  0.37
C -2.053 -2.906 0.808  -1.10
C -0.565 -4.242 2.225  -1.25
H 3.590 -3.500 0.468  0.36
H 3.124 -1.887 -0.104  0.38
H 2.533 -3.335 -0.950  0.42
H 2.607 -1.833 2.341  0.42
H 2.598 -3.569 2.688  0.36
H 1.138 -2.592 2.926  0.30
H -2.079 -1.976 0.261  0.21
H -2.624 -2.803 1.733  0.44
H -2.495 -3.701 0.205  0.37
H 0.367 -4.790 2.129  0.40
H -1.393 -4.941 2.111  0.44
H -0.628 -3.794 3.218  0.33
O -0.845 0.144 0.544  -0.24
S 0.260 0.762 1.376  0.39
C 0.084 0.112 3.032  0.52
C -1.106 -0.488 3.413  -0.34
C -1.219 -0.991 4.701  -0.84
C -0.153 -0.884 5.587  -0.50
C 1.033 -0.277 5.190  -0.81
C 1.159 0.220 3.901  -0.16
C -0.256 2.443 1.702  -0.20
C -1.535 2.834 1.345  0.04
C -1.914 4.148 1.579  -0.80
C -1.023 5.040 2.161  -0.53
C 0.256 4.627 2.514  -0.77
C 0.650 3.319 2.282  0.15
H -1.923 -0.558 2.703  0.48
H -2.143 -1.459 5.019  0.48
H -0.247 -1.273 6.594  0.43
H 1.862 -0.200 5.882  0.44
H 2.090 0.675 3.577  0.51
H -2.203 2.129 0.867  0.39
H -2.906 4.478 1.296  0.45
H -1.324 6.065 2.337  0.43
H 0.950 5.328 2.960  0.42
H 1.657 2.997 2.529  0.40

Values from the calculation:
HOMO-LUMO gap   7.7 eV
E_HOMO   -10.811 eV
E_LUMO   -3.09 eV
Charge   +1

Most stable pick: two. Distance to second place: 0.0062 hartree.

one:
The following is a DFT calculation (the ωB97M-V functional and the def2-TZVPD basis) of the molecule C4H9N3S.

Each line ends with the Mulliken charge.
Element x y z (Å)
H -0.381 -2.446 -0.634  0.26
N 0.421 -1.937 -0.244  -0.72
C 0.283 -0.682 -0.169  0.56
N 1.324 0.181 0.142  -0.04
C 1.325 1.508 -0.473  -0.74
S 2.859 -0.499 0.479  -0.21
N -0.934 0.032 -0.362  -0.22
C -1.537 0.556 0.888  -0.53
C -2.136 -0.641 0.149  -0.42
H 1.291 1.510 -1.631  0.26
H 2.192 2.089 -0.247  0.32
H 0.444 2.014 -0.148  0.27
H 2.892 -1.423 -0.536  0.14
H -0.985 0.385 1.817  0.22
H -2.056 1.500 0.877  0.28
H -2.983 -0.515 -0.512  0.22
H -2.018 -1.631 0.603  0.35

Values from the calculation:
HOMO-LUMO gap   9.5 eV
E_HOMO   -8.595 eV
E_LUMO   0.95 eV

two:
The following is a DFT calculation (the ωB97M-V functional and the def2-TZVPD basis) of C4H9N3S as an isolated structure.

Each line ends with the Mulliken charge.
Element x y z (Å)
C -0.220 -0.804 0.089  0.09
C -0.605 -0.535 -1.266  -0.47
C 0.291 0.660 -1.524  -0.65
C -0.096 0.542 0.808  0.37
H -0.017 -3.355 0.813  0.20
H -0.105 -1.550 2.080  0.27
H 0.795 -1.320 0.145  0.22
H -0.192 -1.423 -1.904  0.21
H -1.637 -0.371 -1.245  0.32
H 1.286 0.396 -1.924  0.32
H 0.026 1.368 -2.464  0.27
H 0.443 3.480 1.211  0.17
H -0.758 0.061 2.341  0.30
N -1.006 -1.893 1.018  -0.68
N 0.502 1.227 -0.241  0.00
N -0.143 0.890 2.035  -0.73
S 1.435 2.628 0.029  -0.22

Values from the calculation:
HOMO-LUMO gap   7.7 eV
E_HOMO   -8.517 eV
E_LUMO   -0.80 eV

three:
The following is a DFT calculation (the ωB97M-V functional and the def2-TZVPD basis) of the molecule C4H9N3S.

Each line ends with the Mulliken charge.
Element x y z (Å)
N -1.227 1.578 -0.039  -0.32
C -1.347 0.244 0.006  0.15
S -2.814 -0.590 0.003  -0.43
N -0.178 -0.438 0.041  -0.19
N 1.049 0.192 -0.008  0.04
C 2.024 -0.148 1.047  -0.57
C 3.130 -0.069 -0.006  -0.50
C 2.011 -0.215 -1.053  -0.58
H -2.090 2.115 0.008  0.22
H -0.307 1.995 -0.032  0.25
H -0.242 -1.456 0.014  0.24
H 2.032 0.546 1.897  0.28
H 1.855 -1.167 1.427  0.28
H 3.583 0.921 -0.025  0.25
H 3.888 -0.858 0.024  0.30
H 1.890 -1.275 -1.359  0.27
H 2.010 0.431 -1.922  0.30

Values from the calculation:
HOMO-LUMO gap   8.8 eV
E_HOMO   -8.051 eV
E_LUMO   0.78 eV

Most stable pick: three. Distance to second place: 0.0399 hartree.

one:
The following is a DFT calculation (the ωB97M-V functional and the def2-TZVPD basis) of a 2-piece molecular cluster, C3H8N2 overall.

Each line ends with the Mulliken charge.
Element x y z (Å)
H 2.433 1.350 0.651  0.24
N 1.478 1.482 0.092  -0.43
N 1.106 0.491 -0.448  0.03
C 1.825 -0.803 -0.263  -0.70
H 1.938 -1.297 -1.165  0.27
H 2.840 -0.842 0.290  0.30
H 1.255 -1.522 0.434  0.23
C -1.683 0.664 0.102  -0.24
C -2.574 -0.281 0.122  -0.44
H -0.565 0.670 0.057  0.12
H -2.075 1.608 -0.190  0.21
H -3.639 -0.132 0.060  0.23
H -2.338 -1.388 0.257  0.18

Values from the calculation:
HOMO-LUMO gap   10.1 eV
E_HOMO   -9.226 eV
E_LUMO   0.83 eV

two:
The following is a DFT calculation (the ωB97M-V functional and the def2-TZVPD basis) of the molecule C3H8N2.

Each line ends with the Mulliken charge.
Element x y z (Å)
H -2.394 0.563 0.045  0.21
N -2.323 -0.416 0.012  -0.71
C -1.069 -0.785 0.050  0.22
N 0.048 -0.078 -0.005  0.00
C 1.304 -0.935 0.049  -0.86
C 0.107 1.420 0.030  -0.91
H -0.797 -1.886 -0.125  0.27
H 2.167 -0.224 -0.214  0.28
H 1.321 -1.649 -0.836  0.33
H 1.365 -1.462 1.094  0.29
H -0.665 1.702 -0.753  0.35
H 1.073 1.744 -0.340  0.30
H -0.136 2.005 0.993  0.23

Values from the calculation:
HOMO-LUMO gap   9.4 eV
E_HOMO   -8.594 eV
E_LUMO   0.77 eV

three:
The following is a DFT calculation (the ωB97M-V functional and the def2-TZVPD basis) of a 2-piece molecular cluster, C3H8N2 overall.

Each line ends with the Mulliken charge.
Element x y z (Å)
H 4.304 1.606 -1.704  0.25
N 3.548 1.153 -1.201  -0.56
C 2.441 1.765 -1.160  0.04
N 1.438 1.463 -0.240  -0.47
H 2.205 2.451 -1.987  0.30
H 1.604 1.565 0.743  0.23
H 0.813 0.726 -0.520  0.21
C -3.081 -1.416 0.577  -0.46
C -2.264 -2.164 1.311  -0.47
H -3.473 -1.691 -0.393  0.25
H -3.464 -0.521 1.056  0.21
H -2.267 -3.243 1.350  0.25
H -1.805 -1.694 2.168  0.21

Values from the calculation:
HOMO-LUMO gap   10.6 eV
E_HOMO   -9.587 eV
E_LUMO   1.05 eV

Most stable pick: two. Distance to second place: 0.0352 hartree.

one:
The following is a DFT calculation (the ωB97M-V functional and the def2-TZVPD basis) of the molecule C4H8N2O.

Each line ends with the Mulliken charge.
Element x y z (Å)
C -0.837 2.165 0.080  -0.80
C -0.491 0.887 -0.029  0.60
N -1.355 -0.119 -0.344  -0.54
C -0.940 -1.247 -0.794  -0.04
N 0.172 -1.532 -1.507  -0.31
O 0.885 0.496 0.131  -0.43
C 1.183 -0.074 1.386  -0.62
H -1.861 2.458 -0.059  0.30
H -0.106 2.918 0.311  0.29
H -1.662 -2.059 -0.756  0.36
H 0.878 -0.814 -1.582  0.23
H 0.286 -2.406 -1.986  0.21
H 2.268 -0.163 1.433  0.22
H 0.729 -1.065 1.497  0.25
H 0.851 0.556 2.219  0.30

Values from the calculation:
HOMO-LUMO gap   8.9 eV
E_HOMO   -8.046 eV
E_LUMO   0.90 eV

two:
The following is a DFT calculation (the ωB97M-V functional and the def2-TZVPD basis) of the molecule C4H8N2O.

Each line ends with the Mulliken charge.
Element x y z (Å)
C 1.701 -0.142 0.096  -1.28
C 0.180 -0.154 0.076  1.18
C -0.367 0.598 -1.165  0.21
N -1.669 0.988 -1.131  -0.39
O 0.364 0.865 -2.105  -0.64
C -0.427 -1.397 0.619  -0.75
N -0.823 -0.093 1.150  -0.70
H 2.076 -1.148 0.303  0.37
H 2.022 0.124 -0.916  0.34
H 2.135 0.561 0.806  0.27
H -2.155 0.950 -0.247  0.27
H -1.925 1.704 -1.797  0.27
H -1.136 -2.049 0.139  0.26
H 0.295 -1.906 1.279  0.32
H -0.689 -0.337 2.109  0.27

Values from the calculation:
HOMO-LUMO gap   10.7 eV
E_HOMO   -9.672 eV
E_LUMO   1.02 eV

three:
The following is a DFT calculation (the ωB97M-V functional and the def2-TZVPD basis) of a 2-piece molecular cluster, C4H8N2O overall.

Each line ends with the Mulliken charge.
Element x y z (Å)
C -1.735 0.411 0.647  -1.23
C -0.255 0.502 0.390  0.61
C 0.204 1.332 -0.609  -0.48
N 1.527 1.097 -0.789  -0.10
C 1.862 0.147 0.139  -0.21
N 0.842 -0.172 0.871  -0.64
H -2.267 0.290 -0.294  0.35
H -1.922 -0.479 1.247  0.30
H -2.116 1.315 1.118  0.36
H -0.444 2.011 -1.139  0.41
H 2.120 1.331 -1.565  0.21
H 2.778 -0.416 0.080  0.40
O -0.292 -2.869 -0.022  -0.67
H 0.071 -2.277 0.661  0.41
H -0.371 -2.221 -0.737  0.29

Values from the calculation:
HOMO-LUMO gap   9.6 eV
E_HOMO   -8.823 eV
E_LUMO   0.73 eV

Most stable pick: three. Distance to second place: 0.0358 hartree.

one:
The following is a DFT calculation (the ωB97M-V functional and the def2-TZVPD basis) of the molecule C4H8N2O.

Each line ends with the Mulliken charge.
Element x y z (Å)
C -1.281 -1.323 0.057  -1.36
C -0.255 -0.263 -0.278  0.48
C -0.700 1.047 -0.821  -0.46
N -0.246 1.020 0.540  -0.45
C 1.077 -0.210 0.414  0.73
N 2.214 0.221 -0.242  -0.52
O 1.105 -0.599 1.594  -0.72
H -2.289 -0.894 0.132  0.35
H -1.314 -2.113 -0.703  0.33
H -1.015 -1.776 1.015  0.32
H -0.056 1.623 -1.494  0.19
H -1.761 1.161 -1.028  0.28
H -0.404 0.682 1.508  0.37
H 2.085 0.738 -1.101  0.23
H 2.838 0.684 0.406  0.25

Values from the calculation:
HOMO-LUMO gap   9.8 eV
E_HOMO   -8.958 eV
E_LUMO   0.85 eV

two:
The following is a DFT calculation (the ωB97M-V functional and the def2-TZVPD basis) of the molecule C4H8N2O.

Each line ends with the Mulliken charge.
Element x y z (Å)
C -2.533 0.090 0.100  -0.95
N -1.515 -0.884 -0.306  0.07
C -0.186 -0.806 -0.210  -0.60
N 0.270 0.365 0.348  0.04
C 1.592 0.811 0.089  0.54
O 1.822 2.002 0.045  -0.58
C 2.618 -0.302 -0.110  -0.91
H -3.508 -0.350 -0.112  0.33
H -2.457 1.038 -0.452  0.31
H -2.482 0.299 1.176  0.31
H -1.850 -1.717 -0.776  0.27
H -0.334 1.149 0.603  0.26
H 2.281 -1.044 -0.843  0.34
H 3.557 0.169 -0.405  0.30
H 2.727 -0.818 0.852  0.26

Values from the calculation:
HOMO-LUMO gap   9.5 eV
E_HOMO   -8.744 eV
E_LUMO   0.74 eV

Most stable pick: two. Distance to second place: 0.0714 hartree.